Entry 1:
# C4H8N2O5Si

One molecule with the formula C4H8N2O5Si (the ωB97M-V functional and the def2-TZVPD basis, OMol25).

Structure (XYZ):
```
20
Properties=species:S:1:pos:R:3:forces:R:3:nbo_charge:R:1
C 1.31241 -0.44234 1.28976 0.095 -2.125 -0.176 -0.441
C 1.74689 -0.71434 -0.19139 0.466 -2.131 2.156 -0.401
C -0.04910 -1.07206 1.55898 -1.193 0.814 0.716 -0.079
C 0.95514 0.24106 -1.06180 1.147 1.638 -2.525 -0.967
N -1.26669 2.18654 -0.34443 -0.084 -0.141 0.347 0.219
N -2.27391 -0.40703 -1.46959 1.145 1.210 -0.223 0.241
O -1.94785 2.73438 -1.17288 -0.597 0.544 -0.854 -0.363
O -0.78714 2.70873 0.63880 0.231 0.321 0.103 -0.357
O -2.12537 -0.77765 -2.61896 -0.054 -0.285 0.176 -0.365
O -3.30807 -0.32205 -0.85531 -0.663 -0.352 0.151 -0.341
O -0.95826 -0.02489 1.15232 -1.177 0.234 -4.265 -0.876
Si -0.86434 0.42206 -0.52766 1.327 -1.190 3.549 1.900
H 2.02428 -0.92732 1.94656 0.430 0.164 0.196 0.216
H 1.17591 0.60119 1.53701 0.421 0.302 0.071 0.230
H 2.88609 -0.53129 -0.15071 -1.798 -0.437 -0.923 0.231
H 1.49080 -1.87093 -0.27120 0.872 2.338 -0.552 0.209
H -0.31411 -2.08158 1.09007 0.659 1.281 0.508 0.179
H -0.35793 -1.05280 2.62021 0.924 -0.883 -0.199 0.210
H 1.64228 1.17274 -0.96001 -2.048 -0.666 0.139 0.287
H 1.01898 0.15759 -2.20976 -0.102 -0.637 1.605 0.270
```
Positions in Å, forces in eV/Å.

The orbital gap comes out at 10.24 eV. For the HOMO energy, the calculation gives -10.8282 eV. As for the structure (SMILES): O=[N+]([O-])[Si]1([N+](=O)[O-])CCCCO1. The total energy comes out at -932.2551 Ha.

Entry 2:
# C2H10N4

One molecule with the formula C2H10N4 (the ωB97M-V functional and the def2-TZVPD basis, OMol25).

Structure (XYZ):
```
16
Properties=species:S:1:pos:R:3:forces:R:3:nbo_charge:R:1
C 0.62141 -0.45174 0.11372 4.497 2.475 1.140 0.130
C 0.15889 0.92659 -0.01745 -6.246 -1.446 -1.404 -0.216
N -1.50855 0.65352 -0.41473 1.530 2.018 0.051 -0.548
N -2.22635 0.18820 0.73422 0.183 -0.598 0.771 -0.721
N 2.25309 0.33491 0.36515 -1.408 -2.245 -0.066 -0.928
N 0.71903 -1.27061 -0.99742 0.056 -0.314 0.325 -0.865
H -1.61222 0.00959 -1.20123 0.305 0.038 0.646 0.335
H 0.35472 -0.96723 1.03230 -0.200 0.052 -0.240 0.212
H -2.61193 0.97632 1.25375 0.049 -0.050 -0.536 0.345
H -3.01098 -0.42211 0.50655 0.392 0.253 -0.246 0.349
H 0.10560 -2.07542 -0.97013 0.363 0.295 -0.636 0.397
H 2.84400 -0.42507 0.02982 0.262 0.080 0.190 0.346
H 2.37634 0.36125 1.37649 0.137 -0.069 -0.020 0.340
H 0.99044 -0.80256 -1.85064 -0.510 -0.459 -0.106 0.389
H 0.50378 1.49602 -0.87508 0.179 -0.124 0.272 0.219
H 0.04274 1.46836 0.91470 0.412 0.093 -0.142 0.217
```
Positions in Å, forces in eV/Å.

The orbital gap comes out at 8.28 eV. For the HOMO energy, the calculation gives -7.2593 eV. As for the structure (SMILES): NNCC(N)N. The total energy comes out at -301.0882 Ha.

Entry 3:
# C7H11CeNP

C7H11CeNP as an isolated structure (the ωB97M-V functional and the def2-TZVPD basis, OMol25).

Structure (XYZ):
```
21
Properties=species:S:1:pos:R:3:forces:R:3:mulliken_spin:R:1
C 1.21904 -1.03721 -1.27075 0.578 1.193 -0.804 -0.016
C 2.51680 -1.02280 -0.78416 1.462 -0.909 -1.356 0.000
C 2.79690 -1.22458 0.60343 0.152 0.581 0.320 0.002
C 1.72266 -1.55643 1.49969 0.788 -1.704 1.488 0.000
C 0.39914 -1.51434 1.09661 -0.580 0.481 1.276 -0.015
Ce 0.95722 0.47213 0.40232 -0.696 1.650 -1.231 1.021
P -1.06560 0.56585 -1.82548 -0.282 -0.004 -0.491 0.001
H 1.03950 -1.00691 -2.35456 0.522 -0.338 0.126 -0.002
H 3.35587 -0.71315 -1.45370 -0.279 -1.031 0.484 0.000
H 3.83709 -1.16753 0.96983 -0.740 0.035 -0.178 0.001
H -0.47076 -1.73045 1.73177 0.552 -0.547 0.248 -0.001
H 2.00620 -1.72149 2.56691 -0.048 -0.540 -0.856 0.000
H -2.25671 -0.23039 -1.74664 0.249 0.490 0.140 0.001
H -0.81957 0.18079 -3.15084 0.224 -0.092 -0.095 0.000
H -1.64600 1.80568 -2.23458 -0.425 -0.230 0.066 0.000
C -3.61357 2.39901 1.44553 -0.813 0.312 0.274 0.000
C -2.27933 1.94450 1.09362 2.187 -0.737 -0.466 0.005
N -1.20029 1.57969 0.82857 -3.811 1.767 1.412 0.002
H -3.56777 3.29347 2.09364 0.158 -0.429 -0.312 0.000
H -4.16839 1.61977 1.99864 0.414 0.233 -0.294 0.001
H -4.20470 2.66536 0.55356 0.389 -0.181 0.249 0.000
```
Positions in Å, forces in eV/Å.

The orbital gap (spin up / spin down) comes out at 5.53 / 5.50 eV. As for the multiplicity: 2. For the HOMO energy (spin up / spin down), the calculation gives -5.6957 / -5.6669 eV. The total energy comes out at -1144.2880 Ha. The expectation value of S² is 0.753.

Entry 4:
# C4H8N2S

One molecule with the formula C4H8N2S (the ωB97M-V functional and the def2-TZVPD basis, OMol25).

Structure (XYZ):
```
15
Properties=species:S:1:pos:R:3:forces:R:3:nbo_charge:R:1
C -2.56547 -0.52429 -0.11647 -1.421 0.197 0.370 0.242
C -3.54690 -1.09980 -1.02351 -1.465 1.145 -2.030 -0.715
C 0.39651 -1.26533 2.13254 -0.980 -2.617 0.801 -0.623
C 1.26268 -0.25323 1.48300 -2.296 2.158 0.914 -0.545
N -1.79823 0.34758 0.02201 0.179 -1.336 0.042 -0.006
N -0.85428 1.08524 0.31024 0.495 1.404 0.649 -0.507
S 0.67425 0.42517 -0.08838 0.293 -0.346 -0.449 0.345
H -3.49499 -0.56315 -1.99475 0.484 -0.484 0.200 0.232
H -4.66264 -1.07302 -0.92916 0.975 0.393 1.414 0.261
H -3.36712 -2.12670 -1.17839 0.560 -1.217 -0.241 0.247
H 0.92286 -1.82370 3.04692 -0.971 1.028 -2.194 0.214
H -0.55176 -0.89567 2.53606 0.273 0.393 -0.005 0.216
H 0.04477 -1.96704 1.30424 0.703 0.241 1.326 0.209
H 2.13775 -0.70639 1.23181 2.834 -0.981 -0.811 0.218
H 1.42624 0.58793 2.15564 0.335 0.022 0.013 0.213
```
Positions in Å, forces in eV/Å.

The orbital gap comes out at 8.89 eV. For the HOMO energy, the calculation gives -8.3208 eV. The total energy comes out at -664.7673 Ha.

Entry 5:
# H80O40

A 40-piece molecular cluster, H80O40 overall (the ωB97M-V functional and the def2-TZVPD basis, OMol25).

Structure (XYZ):
```
120
Properties=species:S:1:pos:R:3:forces:R:3:mulliken_charge:R:1
H 1.29887 -2.99370 0.21674 -0.237 0.316 1.885 0.143
H 2.47443 -2.82911 1.07888 -1.554 0.390 0.784 0.183
O 1.47601 -2.85148 1.20902 1.764 -0.485 -2.810 -0.246
H -0.58904 2.11334 -4.64519 -1.091 -0.723 -0.106 0.220
H 0.55774 1.55108 -5.59344 -1.323 0.676 0.473 0.340
O 0.21286 2.32526 -5.09662 2.380 0.556 -0.268 -0.647
H 1.76683 1.41780 0.52167 1.315 -0.447 0.413 0.173
H 3.26086 1.37693 1.07016 -0.324 0.170 0.756 0.223
O 2.60587 0.88733 0.56526 -1.163 0.394 -0.850 -0.487
H 2.24424 -3.92890 3.11268 -0.538 -0.103 0.239 0.383
H 3.56477 -3.49899 2.69322 0.391 0.421 -0.139 0.209
O 3.12794 -3.83501 3.47153 -0.089 -0.292 0.155 -0.623
H 3.52386 -0.19280 5.82828 0.342 -0.699 0.441 0.317
H 2.66090 -0.10579 4.54840 -0.267 -0.873 0.388 0.529
O 2.97437 0.37577 5.31263 0.487 1.702 0.320 -0.677
H 1.30609 0.98638 -1.93272 -1.037 0.104 -0.391 -0.010
O 0.42076 1.02297 -2.37509 0.809 -0.832 0.974 0.552
H -2.73434 -3.02625 -0.57524 -0.193 -0.235 1.934 -0.096
O -2.53779 -2.84807 0.37479 2.074 -0.792 -0.438 -0.403
H -0.51750 3.76304 -1.33535 0.079 0.919 0.578 0.230
H -0.69421 2.46635 -1.79525 0.058 -1.071 0.657 0.068
O -0.88213 2.95354 -0.97094 -0.152 0.213 -1.017 -0.511
H -0.20874 -2.97495 -3.38184 -0.323 -0.365 0.160 0.178
H 0.02765 -2.63466 -4.73329 -0.042 0.483 -1.068 0.403
O 0.22984 -3.35846 -4.15573 0.115 -0.164 1.032 -0.725
H -2.53591 -3.89090 2.76359 0.387 0.286 -0.011 0.293
H -1.34042 -4.36713 3.68886 -0.362 0.361 -0.226 0.308
O -2.19261 -4.60736 3.30212 0.058 -0.699 0.079 -0.649
H 2.22753 4.46694 -2.57499 -0.202 -0.274 -0.039 0.226
H 2.05820 3.31363 -3.55641 -0.183 -0.202 0.003 0.257
O 1.83058 3.58629 -2.66129 -0.101 1.368 0.283 -0.445
H -1.70514 -0.55778 0.71739 -0.638 -0.076 -1.453 0.288
O -2.64835 -0.41944 0.88527 0.113 1.061 3.314 -0.277
H 1.53899 -2.89166 -2.51805 0.195 0.051 -0.360 0.327
H 2.82797 -2.20045 -1.97013 -0.562 0.266 0.007 -0.176
O 1.85843 -2.23870 -1.88177 0.436 -0.081 0.416 -0.001
H -3.87310 1.50407 -1.75944 -1.519 -1.937 -0.047 0.399
H -5.23105 1.55302 -2.29958 -0.251 -0.582 -0.195 0.301
O -4.57070 0.85356 -2.14761 0.960 2.368 1.578 -0.666
H 0.58629 3.27793 2.03508 0.634 -0.606 0.770 0.230
H 0.45158 2.82458 3.43507 -1.026 -0.455 0.958 0.338
O 1.12649 2.92405 2.78580 0.609 0.598 -2.142 -0.575
H 4.25848 -0.67293 -3.80310 -1.431 0.837 0.345 0.364
H 4.61311 -0.18991 -2.14472 -1.608 0.633 1.751 0.423
O 4.72916 -0.52115 -3.00206 3.517 -2.263 -2.375 -0.683
H -1.59155 0.99535 2.08388 -0.982 -0.154 -0.164 0.055
H -2.30354 2.14057 2.99366 1.027 -1.046 -1.132 0.123
O -1.46763 1.82187 2.54401 -0.415 1.346 1.430 -0.130
H -2.02169 -0.66607 -3.26232 1.261 -0.176 -0.358 -0.008
H -0.47551 -0.50297 -2.96730 -1.062 -0.168 -0.641 0.303
O -1.13088 -0.82912 -3.65944 0.078 -0.114 2.015 -0.472
H -0.02132 6.00362 2.07198 -0.598 -0.214 -0.615 0.313
O -0.98972 6.03008 1.98286 -0.219 -0.290 -0.347 -0.660
H -2.50813 -5.68320 1.13706 0.154 0.039 0.180 0.265
H -3.19765 -5.86770 -0.20833 0.346 0.256 0.460 0.225
O -2.68139 -5.21887 0.31010 -1.074 -1.528 -0.885 -0.433
H -2.14193 6.35469 -1.59975 -0.654 1.198 -0.053 0.267
O -2.60082 5.53336 -1.56642 1.650 -1.860 0.312 -0.549
H 5.86112 -1.15892 -0.47550 1.166 -0.606 0.387 0.187
H 4.93830 -0.30917 0.47586 0.268 0.183 1.156 0.165
O 5.03554 -0.72972 -0.35939 -1.572 0.051 -1.455 -0.356
H -0.85001 -2.09467 -0.14359 1.075 1.825 -1.125 0.056
H 0.30771 -0.95766 -0.86122 -1.397 -1.468 0.754 -0.264
O -0.63513 -1.25708 -0.69639 0.416 -0.431 0.445 0.257
H -1.38499 -0.62904 6.51737 -0.428 0.919 0.407 0.288
H -0.97725 0.00024 5.11833 -0.384 1.347 -0.125 0.307
O -0.95868 -0.74543 5.68384 1.234 -2.508 -0.297 -0.609
H -3.41263 -0.49323 5.54316 0.668 0.972 -1.388 0.331
H -3.07009 1.14763 4.90712 -0.346 -2.210 0.259 0.396
O -3.38312 0.47537 5.56935 -0.786 1.457 1.099 -0.706
H 4.67243 -4.12313 1.13982 0.297 -0.244 0.251 0.308
H 5.30834 -3.45769 2.42488 0.058 -0.328 -0.901 0.275
O 5.20078 -3.38137 1.45397 -0.032 0.407 0.574 -0.630
H 4.54711 2.06515 -0.18633 0.512 -0.161 0.391 0.239
H 6.12158 1.76156 -0.32985 -1.083 0.164 -0.029 0.326
O 5.30789 2.07140 -0.77444 0.569 0.370 -0.472 -0.626
H -0.87514 -0.14878 -4.97015 -1.143 0.723 -1.730 0.368
H -0.08677 -0.53421 -6.15908 -2.388 1.724 -0.448 0.340
O -0.90791 0.08784 -5.98627 3.374 -2.801 1.018 -0.742
H 4.58494 -2.61838 -3.16458 0.178 0.005 0.367 0.288
H 3.88187 -3.69217 -2.30189 -0.394 -0.200 0.246 0.288
O 4.64315 -3.53055 -2.84718 0.502 -0.038 -0.453 -0.595
H -3.53924 3.69182 -3.68728 0.598 -0.066 0.415 0.263
H -2.92149 3.59039 -2.20006 1.131 0.663 -0.014 0.509
O -3.65421 3.40313 -2.77365 -1.779 -0.118 0.215 -0.703
H -0.14814 -5.36216 1.19340 0.317 -0.306 0.184 0.332
H -0.55747 -5.02773 -0.15531 -0.238 -0.212 -0.348 0.309
O -0.01888 -5.68589 0.29260 0.339 0.414 0.272 -0.663
H -4.66443 -1.04543 -2.02464 1.319 -1.854 1.465 0.301
O -4.49127 -1.87218 -1.44886 1.256 0.328 -0.277 -0.646
H 3.91543 1.45429 -3.08212 0.824 -0.249 -1.391 0.410
H 3.37460 1.59225 -1.82278 -1.209 -0.096 -0.382 0.219
O 3.03957 1.38649 -2.72999 0.557 0.292 1.617 -0.789
H -1.30470 5.54166 1.18349 0.844 0.428 0.935 0.318
H 0.70780 1.22758 -3.26196 0.113 0.474 -0.835 0.023
H -3.54037 5.45898 -1.57333 -0.860 1.043 -0.101 0.273
H -3.14504 -2.39568 0.94371 -0.768 0.664 -0.618 0.190
H -3.24680 -0.35422 0.16784 0.083 -0.031 -1.746 0.179
H -3.50665 -2.24393 -1.33650 -3.641 2.701 -1.571 0.620
O -5.02982 1.49702 1.24637 -1.101 0.249 -0.499 -0.588
H -5.98407 1.50393 0.94939 1.833 -0.685 0.591 0.276
H -4.66567 0.59856 1.34682 -0.726 0.482 -0.106 0.288
O -4.04327 2.69975 4.02861 -0.913 -0.911 1.410 -0.608
H -4.64699 2.53397 4.80291 0.884 -0.142 -1.116 0.291
H -4.02038 3.64333 3.99775 0.211 1.105 -0.257 0.263
O -2.63704 -3.47807 -2.25779 -1.005 -1.603 -0.403 -0.640
H -2.17922 -4.25618 -1.89635 0.077 0.093 -0.227 0.271
H -3.53530 -3.85313 -2.50626 1.381 0.862 0.281 0.326
O -2.97998 1.39794 -4.10383 0.052 0.707 1.495 -0.658
H -3.39611 1.58189 -3.19041 1.011 -0.347 -3.044 0.447
H -3.26674 0.51303 -4.29086 -0.238 -0.555 -0.528 0.196
O 4.76067 1.32362 2.89283 -0.211 -3.463 -0.708 -0.601
H 4.46120 0.60984 3.56566 0.460 2.913 -0.942 0.309
H 4.77240 2.23710 3.10807 -0.400 0.672 1.428 0.277
O 0.21781 4.64319 4.65254 -1.467 0.198 1.885 -0.646
H -0.37383 5.15831 4.09605 0.635 -0.146 -0.523 0.335
H 1.05432 4.38927 4.30310 0.635 0.241 -1.123 0.339
O 1.94984 -0.82661 3.37801 -0.784 1.553 -1.358 -0.545
H 1.75908 0.10360 3.11038 0.788 -0.178 0.176 0.163
H 1.16743 -1.14761 2.93799 -0.393 -1.481 -0.141 0.169
```
Positions in Å, forces in eV/Å.

The orbital gap comes out at 10.16 eV. For the HOMO energy, the calculation gives -10.4377 eV. The total energy comes out at -3057.3249 Ha.